# 1
{
  "formula": "C4H12",
  "method": "wB97M-V/def2-TZVPD",
  "spin_multiplicity": 1,
  "gap_ev": 12.860,
  "lumo_energy_ev": 1.17,
  "total_charge": 0,
  "homo_energy_ev": -11.69,
  "species": ["C", "C", "H", "H", "H", "H", "H", "H", "C", "C", "H", "H", "H", "H", "H", "H"],
  "positions_angstrom": [[-0.810765, 1.999690, 0.689490], [-1.476207, 0.705296, 1.155318], [-1.527642, 2.817783, 0.754376], [0.025040, 2.227758, 1.344086], [-0.468595, 2.022960, -0.338828], [-1.832675, 0.808957, 2.185040], [-0.761844, -0.117168, 1.119772], [-2.341804, 0.442498, 0.551039], [1.221298, -0.621977, -1.114196], [1.093584, -2.102195, -0.741867], [1.235449, -0.408014, -2.183218], [0.396884, -0.033686, -0.709842], [2.146679, -0.255742, -0.660718], [1.390650, -2.317806, 0.280696], [1.645000, -2.714225, -1.453724], [0.064941, -2.454125, -0.877422]],
  "atomic_forces_ev_per_a": [[-0.550, 0.235, 0.357], [0.159, 0.093, -0.086], [0.018, 0.146, 0.162], [0.171, 0.155, -0.026], [0.138, -0.398, -0.165], [0.132, -0.020, -0.104], [-0.129, -0.121, 0.075], [-0.006, -0.044, -0.139], [0.126, 0.048, 0.625], [-0.771, -0.064, -0.984], [0.120, -0.315, -0.016], [0.125, -0.065, 0.093], [-0.069, 0.277, -0.264], [0.124, 0.030, -0.012], [0.426, -0.092, 0.266], [-0.014, 0.135, 0.218]],
  "lowdin_charge": [-0.18, -0.17, 0.06, 0.06, 0.05, 0.07, 0.04, 0.06, -0.16, -0.17, 0.07, 0.02, 0.07, 0.06, 0.06, 0.06]
}

=====

# 2
{
  "formula": "C4H12",
  "method": "wB97M-V/def2-TZVPD",
  "spin_multiplicity": 1,
  "gap_ev": 11.838,
  "lumo_energy_ev": 1.08,
  "total_charge": 0,
  "homo_energy_ev": -10.76,
  "species": ["C", "C", "H", "H", "H", "H", "H", "H", "C", "C", "H", "H", "H", "H", "H", "H"],
  "positions_angstrom": [[-1.721916, -0.404021, -1.557960], [-1.962409, 0.334248, -0.191574], [-2.550397, -0.170408, -2.259664], [-0.809630, -0.161749, -2.021498], [-1.599239, -1.500913, -1.571388], [-1.800207, 1.434871, -0.595435], [-2.936032, 0.383950, 0.317996], [-1.106927, 0.010165, 0.495289], [1.118500, -0.206172, 1.226728], [2.498322, 0.289817, 0.537903], [0.335011, -0.205543, 0.440530], [1.142640, -1.205776, 1.463939], [0.850272, 0.437587, 2.140003], [3.399302, -0.252473, 1.200867], [2.711348, -0.208799, -0.440384], [2.768876, 1.355864, 0.739168]],
  "atomic_forces_ev_per_a": [[-2.313, -1.139, 0.482], [2.146, 1.628, -1.459], [0.568, -0.139, 0.267], [1.209, 1.219, -0.388], [-0.674, 0.131, 0.679], [-0.037, -1.779, 1.555], [0.261, -0.789, -0.531], [-2.164, 1.038, -0.705], [0.773, 3.457, -1.490], [1.947, -2.615, 3.328], [0.871, 0.603, 0.764], [0.564, -2.307, 1.023], [0.250, -1.013, -1.531], [-2.167, 1.280, -1.435], [-0.556, 1.221, 0.484], [-0.678, -0.795, -1.042]],
  "lowdin_charge": [-0.18, -0.16, 0.07, 0.03, 0.06, 0.10, 0.05, 0.02, -0.16, -0.16, 0.01, 0.02, 0.10, 0.10, 0.05, 0.05]
}

=====

# 3
{
  "formula": "C4H12",
  "method": "wB97M-V/def2-TZVPD",
  "spin_multiplicity": 1,
  "gap_ev": 12.426,
  "lumo_energy_ev": 1.09,
  "total_charge": 0,
  "homo_energy_ev": -11.34,
  "species": ["C", "C", "H", "H", "H", "H", "H", "H", "C", "C", "H", "H", "H", "H", "H", "H"],
  "positions_angstrom": [[1.995880, 0.480575, 1.806817], [0.898516, -0.708420, 1.893518], [2.746554, 0.345777, 2.448049], [2.521422, 0.520120, 0.856389], [1.503151, 1.476455, 1.852461], [1.415926, -1.560044, 2.308739], [0.335604, -0.847290, 1.016409], [0.217917, -0.705212, 2.716794], [-1.344973, 0.826800, -2.040393], [-1.573673, -0.658147, -1.757595], [-1.279533, 1.427273, -1.120627], [-0.273893, 0.962717, -2.479663], [-2.049171, 1.362390, -2.680440], [-1.822055, -1.171736, -2.618503], [-2.456118, -0.636591, -1.137991], [-0.835554, -1.114665, -1.063970]],
  "atomic_forces_ev_per_a": [[-4.624, 0.128, -2.845], [2.545, 1.215, 1.407], [2.569, -0.275, 3.191], [-0.319, -0.473, -0.499], [0.436, -0.597, 0.478], [0.592, -0.942, -1.151], [-0.313, -0.481, -1.175], [-0.890, 1.432, 0.594], [3.223, 0.723, -0.209], [-0.390, 1.973, 2.577], [-0.197, -0.350, -0.039], [-1.836, -0.069, 0.344], [-0.083, -0.575, -0.117], [0.020, -1.450, -1.670], [-0.718, -0.481, 0.195], [-0.016, 0.223, -1.081]],
  "lowdin_charge": [-0.11, -0.11, 0.00, 0.05, 0.07, 0.05, 0.02, 0.04, -0.18, -0.16, 0.05, 0.09, 0.06, 0.03, 0.05, 0.06]
}

=====

# 4
{
  "formula": "C4H12",
  "method": "wB97M-V/def2-TZVPD",
  "spin_multiplicity": 2,
  "s2": 0.753,
  "gap_ev": [12.919, 3.286],
  "lumo_energy_ev": [-2.99, -11.44],
  "total_charge": 1,
  "homo_energy_ev": [-15.91, -14.72],
  "species": ["C", "C", "H", "H", "H", "H", "H", "H", "C", "C", "H", "H", "H", "H", "H", "H"],
  "positions_angstrom": [[-1.985613, 0.132308, -0.311384], [-2.183041, -1.185039, -0.926287], [-1.823800, 0.133537, 0.769585], [-2.878087, 0.781706, -0.344788], [-1.219111, 0.771146, -0.781830], [-3.184277, -1.659114, -0.760365], [-2.258289, -1.166247, -2.038945], [-1.510236, -1.994279, -0.646363], [1.972235, 0.949983, 0.072537], [2.321725, 0.063400, 1.174452], [2.478775, 0.579348, -0.858227], [2.146300, 2.015472, 0.107500], [0.895166, 0.816897, -0.173040], [3.400288, 0.100978, 1.362604], [2.011879, 0.552069, 2.219933], [1.816087, -0.892159, 1.134613]],
  "atomic_forces_ev_per_a": [[-0.659, 0.733, 1.407], [-0.784, -1.199, -1.728], [0.459, -0.431, -0.066], [0.028, -0.011, -0.647], [0.258, 0.051, -0.251], [0.194, 0.438, 0.538], [0.413, 0.303, 0.551], [0.288, 0.153, 0.242], [-0.601, -0.029, 0.146], [-1.169, 1.304, 0.807], [-0.432, -0.119, -0.391], [0.715, 0.160, 0.470], [-0.181, -0.367, -0.594], [0.528, -0.189, 0.485], [0.521, -0.513, -0.962], [0.421, -0.284, -0.006]],
  "lowdin_charge": [-0.15, -0.14, 0.08, 0.11, 0.08, 0.12, 0.10, 0.08, -0.07, -0.04, 0.17, 0.10, 0.10, 0.14, 0.21, 0.10]
}

=====

# 5
{
  "formula": "C4H12",
  "method": "wB97M-V/def2-TZVPD",
  "spin_multiplicity": 2,
  "s2": 0.753,
  "gap_ev": [12.051, 3.663],
  "lumo_energy_ev": [-3.34, -11.30],
  "total_charge": 1,
  "homo_energy_ev": [-15.39, -14.96],
  "species": ["C", "C", "H", "H", "H", "H", "H", "H", "C", "C", "H", "H", "H", "H", "H", "H"],
  "positions_angstrom": [[-0.656151, 0.355109, 2.459914], [0.696905, -0.041718, 1.961149], [-1.022457, 1.324022, 2.105578], [-1.473894, -0.323950, 2.224809], [-0.758565, 0.475248, 3.547919], [1.209789, 0.782168, 1.476013], [0.662618, -0.871336, 1.221213], [1.340073, -0.446122, 2.758427], [-0.622760, 0.280505, -2.229666], [0.582503, -0.547575, -2.224349], [-0.808112, 0.438900, -3.339208], [-1.593769, -0.224046, -2.007877], [-0.567372, 1.236858, -1.721863], [0.602679, -1.275497, -3.027611], [1.468451, 0.059998, -1.992008], [0.515796, -1.132052, -1.216789]],
  "atomic_forces_ev_per_a": [[-1.331, 0.853, 0.469], [0.478, -0.312, 0.068], [0.365, -0.046, -0.323], [0.069, -0.473, -0.125], [0.484, -0.298, -0.047], [0.185, 0.107, 0.030], [-0.120, 0.022, -0.029], [-0.137, 0.103, -0.264], [0.122, 0.024, 0.335], [-0.447, 1.216, -0.078], [-0.324, -0.186, -0.126], [-0.076, 0.075, -0.350], [0.042, -0.126, 0.268], [0.417, -0.370, 0.200], [0.306, -0.532, -0.219], [-0.033, -0.057, 0.190]],
  "lowdin_charge": [-0.16, -0.15, 0.07, 0.07, 0.09, 0.07, 0.06, 0.09, -0.03, -0.02, 0.19, 0.16, 0.11, 0.12, 0.13, 0.20]
}

=====

# 6
{
  "formula": "C4H12",
  "method": "wB97M-V/def2-TZVPD",
  "spin_multiplicity": 2,
  "s2": 0.753,
  "gap_ev": [11.173, 2.740],
  "lumo_energy_ev": [-3.51, -11.85],
  "total_charge": 1,
  "homo_energy_ev": [-14.68, -14.59],
  "species": ["C", "C", "H", "H", "H", "H", "H", "H", "C", "C", "H", "H", "H", "H", "H", "H"],
  "positions_angstrom": [[-1.625723, 2.272098, -0.618190], [-0.164787, 1.801896, -0.288178], [-2.194770, 1.373432, -0.692258], [-2.190178, 2.770553, 0.131577], [-1.746350, 3.057717, -1.479164], [0.099941, 0.832003, 0.049514], [0.539930, 2.056956, -1.212702], [0.186907, 2.458268, 0.504668], [0.777839, -1.424215, 0.918785], [0.987280, -2.653583, -0.123486], [-0.101366, -0.807615, 0.894798], [0.784692, -1.887197, 1.844423], [1.698313, -0.976616, 1.063671], [0.680882, -3.651998, 0.358236], [0.285423, -2.507337, -1.023413], [1.981967, -2.714361, -0.328281]],
  "atomic_forces_ev_per_a": [[3.625, 0.408, -1.301], [-0.671, 0.678, -5.196], [-0.848, -1.509, 0.466], [-1.644, 0.915, 1.257], [0.966, -0.872, 1.424], [-0.652, -1.089, 0.217], [-0.903, -0.149, 2.096], [0.157, 1.782, 0.929], [-0.126, -2.930, -1.633], [-5.085, 0.598, 1.238], [-0.231, 0.137, -0.429], [-0.784, -1.114, 2.171], [1.744, 2.051, -0.546], [0.321, 1.571, -0.656], [1.494, -0.341, 1.071], [2.637, -0.137, -1.108]],
  "lowdin_charge": [0.07, 0.03, 0.13, 0.13, 0.19, 0.03, 0.18, 0.17, -0.13, -0.10, 0.03, 0.04, 0.04, 0.09, 0.08, 0.01]
}

=====

What are the energy above the lowest of the compared OMol25 structures with the same formula, charge and spin values for these records? In order: 11.1 170.4 106.5 66.4 49.5 191.2 kJ/mol.